A molecular structure, C13H15HgNO4 in a non-equilibrium geometry, computed with ωB97M-V/def2-TZVPD.

As for the charge: +2. The value obtained for the total energy is -1012.7068 Eh. Its orbital gap is 8.4 eV. The value obtained for the HOMO energy is -15.7 eV.

Last column: natural (NBO) charge in e.
CARTESIAN COORDINATES (ANGSTROEM)
Hg 1.30885 -1.12296 -1.62178  1.398
O 3.69377 -1.87521 0.55793  -0.335
C 2.96629 -1.67249 -0.29635  0.396
C 0.00345 -0.74648 -3.42528  0.396
O -0.91211 -0.50929 -4.11344  -0.367
C 0.98355 -3.35765 -1.96288  0.411
O 0.58003 -4.44344 -1.92537  -0.358
C 2.04228 0.91612 -1.79765  0.402
O 2.28636 2.02155 -1.70177  -0.372
H 3.04362 -1.59258 -2.94237  0.007
H 2.51153 -1.43275 -3.49302  0.026
C -1.21234 2.41865 1.84193  -0.421
N 0.08638 2.03756 1.21010  -0.340
C 1.22448 2.82552 1.79419  -0.409
C 0.42461 0.48028 1.21106  -0.201
C -0.67544 -0.32842 0.64026  -0.221
C -1.85841 -0.49734 1.34172  -0.121
C -2.88461 -1.29706 0.82821  -0.204
C -2.71326 -1.98032 -0.37973  -0.150
C -1.54608 -1.87923 -1.07768  -0.273
C -0.55528 -1.05654 -0.52950  -0.474
H -1.18771 2.05419 2.85772  0.231
H -2.04594 1.99072 1.27516  0.252
H -1.25932 3.50851 1.83595  0.246
H 0.01319 2.26207 0.20975  0.418
H 1.28131 2.53244 2.83314  0.238
H 2.13679 2.56866 1.25098  0.224
H 0.97225 3.88368 1.68279  0.249
H 1.40982 0.42430 0.72447  0.197
H 0.56797 0.29239 2.27864  0.241
H -1.99480 0.00561 2.28729  0.210
H -3.82068 -1.40231 1.38588  0.252
H -3.49145 -2.61178 -0.79031  0.247
H -1.37911 -2.41643 -1.99004  0.205


A molecular structure, C13H15IrN4 in a non-equilibrium geometry, computed with ωB97M-V/def2-TZVPD.

Its expectation value of S² is 6.0288. As for the charge: +2. The spin multiplicity is 5. Its energy above the lowest of the compared OMol25 structures with the same formula, charge and spin is 0.00 kJ/mol. The value obtained for the total energy is -826.9327 Eh. Its orbital gap (spin up / spin down) is 6.4 / 6.1 eV. The value obtained for the HOMO energy (spin up / spin down) is -12.4 / -16.5 eV.

Last column: natural (NBO) charge in e.
CARTESIAN COORDINATES (ANGSTROEM)
C 2.72722 -1.56136 0.03297  -0.296
C 2.05897 -1.29133 -1.10475  -0.389
H 2.47931 -2.45438 0.61560  0.214
H 3.65269 -1.05456 0.33661  0.216
H 2.40108 -0.56391 -1.85058  0.220
H 1.33347 -2.01625 -1.48322  0.236
Ir 0.44542 0.69114 -0.10040  1.018
C 1.67407 2.08386 0.94725  -0.249
C 2.45580 1.38189 -0.03066  -0.241
C 0.75696 2.49076 -1.17682  -0.233
C 0.65739 2.81182 0.22696  -0.254
H 3.35470 0.80518 0.18802  0.275
H 2.21369 1.19493 -2.28541  0.276
H 0.13748 2.88829 -1.97191  0.279
C 1.88539 1.61329 -1.33487  -0.267
H -0.06747 3.48209 0.67788  0.284
H 1.82489 2.07843 2.02470  0.289
N -3.56336 -0.29171 -0.43172  -0.517
C -3.72434 0.93193 -1.09043  0.056
C -2.49099 1.52698 -1.13506  0.020
N -1.56848 0.64932 -0.56233  -0.527
C -2.23538 -0.44157 -0.14724  0.293
C -1.46845 -1.36561 0.61674  0.306
N -0.19950 -0.98268 0.83417  -0.514
C 0.36772 -1.83496 1.76739  0.010
C -0.55539 -2.80120 2.06637  0.063
N -1.71525 -2.46871 1.37589  -0.529
H -4.29689 -0.96857 -0.21677  0.456
H -4.66578 1.26808 -1.48461  0.273
H -2.19335 2.50102 -1.48520  0.252
H 1.38220 -1.67730 2.09739  0.258
H -0.45636 -3.67083 2.68347  0.269
H -2.60748 -2.95409 1.40056  0.453


A molecular structure, C13H15IrN5O2S4Sb, computed with ωB97M-V/def2-TZVPD.

As for the charge: 0. Its energy above the lowest of the compared OMol25 structures with the same formula, charge and spin is 88.17 kJ/mol. The value obtained for the total energy is -2865.9825 Eh. Its orbital gap (spin up / spin down) is 5.8 / 5.7 eV. The value obtained for the HOMO energy (spin up / spin down) is -7.1 / -7.1 eV.

Last column: natural (NBO) charge in e.
CARTESIAN COORDINATES (ANGSTROEM)
Ir 1.96161 0.78330 1.60078  0.652
C -2.06940 -1.99631 2.19302  -0.256
O -2.07518 -0.56107 2.34428  -0.482
C -0.94891 0.04517 2.03482  0.910
O 0.06895 -0.52331 1.65787  -0.648
N -1.04294 1.38984 2.14901  -0.473
N 0.12308 2.12514 1.92777  -0.619
H -3.07783 -2.30898 2.43854  0.212
H -1.34570 -2.43599 2.87489  0.213
H -1.82288 -2.26003 1.16647  0.194
H -1.85881 1.81323 2.55998  0.413
H 0.44848 2.57101 2.78621  0.426
H -0.02040 2.80833 1.19219  0.393
S 5.47428 2.94940 3.90901  -0.752
Sb 4.62592 0.89162 3.77393  1.354
S 2.16528 0.93209 3.82921  -0.650
S 4.09627 0.43627 1.37820  -0.290
S 5.39898 -0.92157 4.80663  -0.742
C 2.36625 2.02183 -2.57718  -0.246
C 2.36141 1.96914 -1.19869  0.066
N 1.70627 1.00902 -0.52931  -0.492
C 1.05373 0.07086 -1.21623  0.100
C 1.00286 0.04933 -2.60404  -0.111
C 1.69179 1.04220 -3.28803  -0.126
C 0.32724 -1.04100 -3.32860  -0.123
C -0.84228 -1.63398 -3.08075  -0.224
C -1.87346 -1.32708 -2.07496  0.194
C -2.90697 -2.23959 -1.87517  -0.279
C -3.87204 -1.91623 -0.93921  0.074
N -3.84554 -0.77500 -0.25560  -0.448
C -2.82937 0.03397 -0.53320  0.255
N -1.84052 -0.17674 -1.39056  -0.463
H 2.91185 2.80661 -3.08077  0.236
H 2.89317 2.68804 -0.59030  0.231
H 0.56539 -0.69482 -0.63150  0.228
H 1.70384 1.04715 -4.37114  0.225
H 0.88745 -1.42764 -4.17444  0.220
H -1.10688 -2.46526 -3.72497  0.217
H -2.95320 -3.16560 -2.43107  0.230
H -4.69535 -2.59049 -0.73068  0.206
H -2.80643 0.97709 0.00359  0.178


A single C13H15N molecule in a non-equilibrium geometry, computed with ωB97M-V/def2-TZVPD.

As for the charge: 0. Its energy above the lowest of the compared OMol25 structures with the same formula, charge and spin is 786.10 kJ/mol. The value obtained for the total energy is -558.8389 Eh. Its orbital gap is 8.9 eV. The value obtained for the HOMO energy is -8.6 eV. Its structure (SMILES) is C=C=CCN1CCc2ccccc2C1.

Last column: natural (NBO) charge in e.
CARTESIAN COORDINATES (ANGSTROEM)
C -0.09237 0.33266 5.08335  -0.458
C 0.08739 0.92460 3.73908  0.078
C -0.38711 1.37187 2.54578  -0.331
C 0.31545 2.03866 1.42825  -0.265
N 0.12342 1.37458 0.06446  -0.428
C -1.38779 1.12463 -0.23857  -0.236
C -1.23571 0.85547 -1.76396  -0.430
C -0.26668 -0.36281 -2.11329  0.012
C -0.20322 -1.19046 -3.34213  -0.224
C 0.43918 -2.43182 -3.47824  -0.223
C 1.11865 -2.86032 -2.22177  -0.201
C 1.44006 -1.84528 -1.30261  -0.207
C 0.72314 -0.66179 -1.16361  -0.056
C 0.70723 0.06296 0.26473  -0.250
H 0.27033 -0.66654 5.48442  0.221
H -0.10210 0.94631 6.08955  0.220
H -1.50158 0.92343 2.17982  0.237
H -0.11644 3.21757 1.37282  0.212
H 1.44062 2.02891 1.38095  0.223
H -1.84279 0.34952 0.52616  0.190
H -1.87609 2.03310 -0.24959  0.206
H -0.76710 1.67785 -2.23621  0.229
H -2.10537 0.82075 -2.42957  0.219
H -0.79399 -0.98056 -4.32463  0.212
H 0.75010 -2.93333 -4.38670  0.225
H 1.55385 -3.81093 -2.33799  0.207
H 2.09734 -2.06929 -0.35582  0.208
H 1.71743 0.30667 0.85343  0.225
H -0.10588 -0.57640 0.93187  0.183


A molecular structure, C13H15N in a non-equilibrium geometry, computed with ωB97M-V/def2-TZVPD.

As for the charge: 0. Its energy above the lowest of the compared OMol25 structures with the same formula, charge and spin is 309.74 kJ/mol. The value obtained for the total energy is -559.0204 Eh. Its orbital gap is 9.9 eV. The value obtained for the HOMO energy is -9.3 eV.

Last column: natural (NBO) charge in e.
CARTESIAN COORDINATES (ANGSTROEM)
C -0.65611 -2.21511 -0.69397  0.212
C 3.38056 0.46895 -0.43180  -0.177
C 3.32221 -0.22094 0.77822  -0.212
C 2.33124 0.78696 -1.28859  -0.210
C 2.03149 -0.50673 1.27995  -0.207
C 1.10436 0.31453 -0.83365  0.038
C 0.95646 -0.25995 0.42073  -0.053
C -0.25332 0.38607 -1.57434  -0.445
C -0.53154 -0.65811 0.44448  0.134
C -1.28533 0.41178 -0.44027  -0.072
C -1.13030 -0.99613 1.81812  -0.682
C -2.76154 0.01870 -0.64575  -0.610
C -1.24106 1.72331 0.24413  -0.623
N -0.67361 -3.08172 -1.40641  -0.423
H 4.30844 0.60477 -0.79638  0.197
H 4.14147 -0.33088 1.42292  0.215
H 2.51062 1.27595 -2.18781  0.218
H 2.12199 -1.02184 2.24673  0.227
H -0.18003 1.26217 -2.14013  0.218
H -0.47024 -0.54071 -2.05445  0.248
H -1.21871 -0.09014 2.36290  0.228
H -0.57036 -1.81362 2.33988  0.234
H -2.08109 -1.51417 1.86143  0.234
H -2.91314 -0.92430 -1.00866  0.226
H -3.36763 0.75834 -1.19613  0.222
H -3.17735 -0.17802 0.38607  0.211
H -0.23620 2.05591 0.43734  0.220
H -1.81429 1.87174 1.10320  0.213
H -1.64698 2.41319 -0.44775  0.217


2 unconnected molecules or ions with the total composition C13H15N2O5S in a non-equilibrium geometry, computed with ωB97M-V/def2-TZVPD.

As for the charge: -1. The value obtained for the total energy is -1388.0105 Eh. Its orbital gap is 6.7 eV. The value obtained for the HOMO energy is -4.4 eV.

Last column: natural (NBO) charge in e.
CARTESIAN COORDINATES (ANGSTROEM)
C 0.61230 -1.81457 4.31843  -0.285
C 0.48884 -0.89947 3.37133  0.114
N 0.38991 0.46729 2.75558  -0.538
S -0.94069 0.28791 1.59372  0.131
C 1.58737 0.76199 1.89260  -0.212
C 3.00406 0.23971 2.52657  0.726
O 3.90260 -0.23872 1.71470  -0.725
O 3.34067 0.31943 3.88488  -0.783
C 1.73628 2.35423 1.74067  0.072
C 2.36728 3.08992 0.47444  -0.265
C 2.57079 4.63043 0.31494  -0.001
N 2.15573 5.53163 1.35765  -0.467
C 1.56283 4.91717 2.51332  0.003
C 1.27985 3.41686 2.85653  -0.258
H 0.72608 -2.60605 5.15196  0.263
H -1.99287 1.07451 2.09545  0.118
H 1.46646 0.25910 0.86537  0.229
H 2.71408 2.41473 -0.40498  0.227
H 3.06615 5.05516 -0.63754  0.208
H 1.25668 5.66463 3.35642  0.191
H 0.81470 3.06786 3.85205  0.252
C -1.35336 -3.94678 -4.74795  -0.638
C -0.66857 -3.55335 -3.45205  -0.071
O -1.06487 -2.23929 -3.04372  -0.491
C -2.26947 -2.15547 -2.44880  0.986
O -3.02089 -3.07835 -2.22760  -0.650
O -2.50666 -0.86065 -2.16525  -0.490
C -3.79794 -0.61994 -1.60849  -0.257
H -1.18649 -3.18762 -5.51712  0.209
H -0.97749 -4.90735 -5.10872  0.212
H -2.43514 -4.03019 -4.61339  0.222
H 0.41342 -3.52175 -3.60892  0.193
H -0.85740 -4.28205 -2.65801  0.197
H -3.98436 -1.26121 -0.74352  0.201
H -4.56505 -0.76969 -2.37189  0.181
H -3.83484 0.41992 -1.27867  0.197